No. 1
Molecular formula: C36H50N2O3PdSe
Method: DFT, the ωB97M-V functional and the def2-TZVPD basis

Output
net charge = -2
E_HOMO = -0.0050 Ha

Last column: Mulliken charge in e.
Element x y z (Å)
Pd -0.0929 -0.1520 0.9940  0.317
Se -0.0044 2.2971 -0.0097  0.050
O 0.6350 -0.1869 3.1994  -0.656
O 2.2103 0.1121 -0.0781  -0.927
O -2.1569 -0.0543 -0.1673  -0.627
N -0.3521 -2.2811 2.9536  -0.314
N 0.3900 -2.2862 -0.0360  0.656
C 4.3602 -0.3998 -1.9792  2.534
C -2.3700 0.8698 -1.0226  1.144
C 0.7954 -2.8791 2.2614  -1.326
C -3.1911 3.4937 -5.3650  -1.691
C -0.6714 -4.7946 -0.6604  -0.390
C -5.5894 -0.2589 -2.9217  -2.411
C -0.1431 -2.5375 -1.2313  -0.300
C 5.3242 -0.4281 -3.1681  -2.405
C -2.9197 2.9871 -2.9245  -0.866
C 1.4548 2.0298 -1.2571  -0.172
C 3.5086 1.7254 -3.0622  -0.116
C -2.2726 5.2470 -3.8723  -1.618
C -4.4871 -0.3569 -1.8627  2.506
C -5.1679 -0.4032 -0.4832  -1.758
C -0.1391 -4.5341 0.5972  -0.720
C -3.5097 0.8243 -1.9254  -0.459
C 2.8178 3.8764 -4.3065  2.392
C -1.7846 -0.3066 3.3372  -1.216
C -3.2543 4.0753 -3.9432  2.178
C 1.5358 3.9420 -5.1527  -0.956
C -4.6661 4.6257 -3.6859  -1.836
C -1.5448 2.0335 -1.1646  -0.613
C -0.4091 -0.8386 2.9210  0.705
C 3.5627 -1.7137 -1.9898  -1.596
C 0.3752 -3.2743 0.8707  0.460
C 2.3459 0.9174 -1.0443  0.832
C 5.2122 -0.3329 -0.6978  -1.810
C 2.6609 2.8278 -3.2045  -0.880
C 3.0696 5.2566 -3.6778  -1.833
C 3.3931 0.7899 -2.0496  -0.223
C -1.8337 3.0484 -2.0637  -0.293
C -3.7382 -1.6756 -2.1025  -1.518
C 3.9839 3.5670 -5.2480  -2.422
C -0.6854 -3.7626 -1.5861  -0.890
C -3.7310 1.8535 -2.8201  0.101
C 1.6397 2.9513 -2.2677  0.011
H 2.8981 -1.7390 -1.1290  0.210
H 0.6734 4.1828 -4.5306  -0.457
H 2.2444 5.5349 -3.0214  0.280
H -4.9128 5.4216 -4.3983  0.469
H 5.8705 -1.2078 -0.6279  0.440
H -1.1055 -3.9088 -2.5735  0.405
H 3.1768 6.0314 -4.4467  0.455
H -4.7306 5.0308 -2.6741  0.347
H 4.0504 4.3391 -6.0207  0.443
H -5.1672 -0.2336 -3.9299  0.389
H -4.4034 -0.4639 0.2889  0.256
H -4.4322 -2.5242 -2.0706  0.479
H 3.9807 5.2329 -3.0760  0.383
H 5.8287 0.5714 -0.6986  0.357
H -2.5538 6.0152 -4.5986  0.484
H -3.4316 4.2591 -6.1124  0.484
H 3.8402 2.6030 -5.7407  0.413
H -5.7642 0.5000 -0.3229  0.349
H -4.5944 1.7895 -3.4743  0.230
H 4.2410 -2.5745 -1.9439  0.464
H -3.2458 -1.6619 -3.0798  0.331
H -6.2341 -1.1390 -2.8461  0.457
H -2.9864 -1.8046 -1.3303  0.103
H 5.9587 0.4625 -3.1871  0.425
H -0.1237 -1.7085 -1.9312  0.475
H 5.9710 -1.3062 -3.0836  0.453
H -3.8933 2.6666 -5.4806  0.292
H 4.9321 3.5417 -4.7071  0.419
H -2.5783 -1.0181 3.1036  0.306
H 4.5511 -0.3083 0.1651  0.336
H -5.8259 -1.2773 -0.4074  0.432
H -1.2167 -2.6859 2.6250  0.292
H -0.1183 -5.3011 1.3635  0.410
H -2.2707 5.6962 -2.8773  0.372
H -1.1710 3.9044 -2.0726  0.430
H 4.3074 1.6008 -3.7831  0.300
H 0.9450 3.7833 -2.3274  0.027
H -1.9724 0.6237 2.8046  0.193
H -6.2082 0.6308 -2.7763  0.388
H 4.7849 -0.4931 -4.1173  0.396
H 1.3472 2.9734 -5.6204  0.354
H -1.7786 -0.1028 4.4140  0.428
H -2.1870 3.1139 -5.5632  0.299
H 1.5684 -2.1112 2.2088  0.379
H -1.2585 4.9150 -4.1030  -0.132
H -1.0637 -5.7742 -0.9062  0.364
H -5.4180 3.8405 -3.7810  0.315
H 1.6204 4.7022 -5.9386  0.485
H 1.1645 -3.7404 2.8278  0.444
H 2.9639 -1.7924 -2.9023  0.300

Atomic forces in eV per Å
Pd 0.06 0.19 0.62
Se -0.04 -0.01 -0.35
O 0.05 -0.12 0.00
O 0.50 0.16 -0.37
O -0.20 -0.01 -0.20
N 0.24 -0.31 0.36
N -0.21 -0.53 -0.04
C -0.02 0.01 -0.02
C -0.06 0.02 0.02
C -0.22 0.11 0.06
C 0.00 0.07 0.05
C 0.10 0.22 0.09
C 0.03 -0.01 0.04
C 0.19 0.23 0.07
C -0.02 -0.03 0.01
C 0.03 0.11 -0.06
C -0.10 0.16 0.09
C -0.02 0.13 -0.04
C -0.02 -0.10 0.02
C 0.01 -0.03 0.00
C 0.15 0.00 -0.05
C 0.01 -0.22 -0.13
C -0.06 -0.02 0.05
C -0.04 0.01 0.01
C 0.28 -0.06 0.08
C -0.01 0.01 -0.01
C 0.08 0.00 0.02
C 0.03 -0.01 -0.03
C 0.22 0.05 0.18
C -0.47 0.19 -0.34
C 0.05 -0.01 0.09
C 0.08 0.25 0.03
C 0.00 -0.14 -0.07
C -0.21 0.03 -0.08
C 0.09 0.08 -0.15
C -0.01 -0.03 -0.04
C -0.02 -0.07 0.17
C -0.08 -0.04 -0.07
C -0.02 0.02 0.07
C -0.06 -0.01 0.05
C -0.08 -0.28 -0.09
C 0.01 0.01 0.02
C -0.01 -0.12 0.01
H -0.10 0.00 0.00
H 0.02 -0.02 -0.03
H 0.01 0.03 0.01
H 0.01 -0.01 0.00
H -0.02 0.03 0.00
H 0.00 0.06 0.00
H -0.01 -0.01 0.00
H -0.01 0.01 0.00
H 0.00 0.00 0.00
H -0.05 0.00 -0.01
H 0.02 0.01 0.07
H -0.01 0.01 -0.03
H 0.00 0.01 0.01
H -0.01 -0.03 -0.01
H 0.00 0.00 -0.01
H 0.00 -0.01 0.00
H 0.04 0.00 -0.01
H 0.00 -0.02 -0.01
H 0.07 0.03 0.01
H 0.02 0.01 -0.03
H -0.01 -0.01 0.02
H -0.02 0.00 0.01
H 0.12 -0.03 0.02
H 0.03 -0.05 -0.04
H -0.02 0.01 0.01
H 0.02 -0.01 0.00
H 0.00 -0.01 -0.01
H 0.02 -0.02 -0.02
H -0.05 0.05 -0.04
H -0.03 0.01 0.11
H 0.00 0.02 -0.02
H -0.08 0.07 -0.09
H 0.01 0.02 0.01
H 0.02 0.03 -0.01
H -0.06 0.00 0.01
H -0.07 0.03 0.03
H 0.05 0.02 0.00
H -0.04 0.00 0.00
H -0.02 -0.03 -0.04
H 0.04 0.00 0.00
H -0.02 0.00 0.00
H -0.05 -0.08 0.02
H 0.00 -0.01 -0.03
H 0.06 -0.03 0.02
H -0.04 0.07 0.04
H -0.04 0.00 0.00
H -0.01 0.00 0.02
H -0.02 0.01 0.01
H 0.00 -0.04 -0.07
H 0.02 0.01 0.01

No. 2
Molecular formula: C36H50N2O3PdSe
Method: DFT, the ωB97M-V functional and the def2-TZVPD basis

Output
net charge = -2
E_HOMO = -0.0087 Ha

Last column: Mulliken charge in e.
Element x y z (Å)
Pd -0.0886 -0.1502 0.9874  0.384
Se 0.0353 2.2957 -0.0563  0.059
O 2.2784 0.1318 -0.0701  -0.948
O -2.1241 -0.0526 -0.2305  -0.656
O 0.5733 -0.2136 3.2154  -0.673
N -0.4797 -2.2908 2.9479  -0.318
N 0.3954 -2.3220 -0.0201  0.608
C -3.2819 3.7180 -5.2835  -1.601
C 0.6657 -2.9364 2.2966  -1.344
C 3.4636 0.7799 -2.0412  -0.385
C -4.4326 -0.3623 -1.8978  2.546
C -0.2078 -4.5605 0.5595  -0.724
C 1.6595 2.8884 -2.3566  0.125
C 3.6978 -1.7176 -1.9027  -1.572
C -0.6830 -4.7915 -0.7242  -0.338
C -0.4863 -0.8345 2.9025  0.750
C -3.3563 4.1985 -3.8252  2.102
C 5.4822 -0.4259 -3.0333  -2.368
C -3.6632 -1.6561 -2.2085  -1.461
C 4.0192 3.4438 -5.3384  -2.404
C -2.3372 0.8872 -1.0680  1.090
C 3.5689 1.6843 -3.0876  -0.089
C -2.4350 5.4110 -3.6812  -1.921
C 4.4578 -0.3813 -1.8958  2.527
C -0.6134 -3.7616 -1.6452  -0.899
C -1.5201 2.0598 -1.1910  -0.647
C 2.9981 5.1759 -3.8905  -1.789
C 2.8210 3.7511 -4.4399  2.459
C -0.0594 -2.5515 -1.2476  -0.258
C 0.3084 -3.3081 0.8794  0.460
C 1.5586 3.7128 -5.3153  -1.507
C -5.0508 -0.4679 -0.4929  -1.708
C 2.4014 0.9156 -1.0566  0.799
C -4.7908 4.6621 -3.5284  -1.779
C -2.9610 3.0636 -2.8795  -1.044
C -1.8494 -0.2677 3.2928  -1.263
C 2.6901 2.7542 -3.2865  -0.777
C -5.5852 -0.2623 -2.9017  -2.416
C -3.4851 0.8455 -1.9582  -0.541
C 1.4878 2.0050 -1.3067  -0.124
C 5.2405 -0.2527 -0.5767  -1.763
C -3.7411 1.9026 -2.8132  0.105
C -1.8540 3.1071 -2.0429  -0.154
H -2.7597 6.2065 -4.3597  0.463
H 3.1579 -1.8423 -2.8474  0.294
H 0.0210 -1.7158 -1.9366  0.474
H -4.6142 1.8465 -3.4542  0.282
H -4.3375 -2.5224 -2.1696  0.468
H -2.6638 -0.9353 3.0046  0.297
H -1.9893 0.6849 2.7914  0.213
H -6.2213 0.6067 -2.7061  0.393
H -5.6627 0.4151 -0.2817  0.349
H -3.2219 -1.6043 -3.2099  0.319
H -1.0998 -5.7547 -0.9962  0.356
H 0.9713 -3.8213 2.8629  0.431
H -1.3453 -2.6514 2.5751  0.298
H 0.6704 3.9417 -4.7255  0.079
H 3.0839 5.9071 -4.7053  0.456
H 4.5419 -0.2178 0.2592  0.322
H -0.2473 -5.3341 1.3180  0.401
H 3.9341 2.4480 -5.7815  0.390
H 1.4242 2.7134 -5.7377  0.337
H -2.2629 3.4016 -5.5194  0.265
H 3.8992 5.2313 -3.2734  0.369
H 4.3981 -2.5570 -1.7910  0.477
H 4.9968 -0.5371 -4.0082  0.401
H 5.9186 -1.1073 -0.4503  0.440
H -5.6886 -1.3588 -0.4212  0.441
H 4.9576 3.4912 -4.7797  0.426
H -1.2180 3.9822 -2.0232  0.499
H 4.0676 4.1762 -6.1511  0.439
H -4.8677 5.0048 -2.4934  0.354
H 4.3765 1.5523 -3.7958  0.312
H -3.9447 2.8654 -5.4494  0.281
H -1.4036 5.1528 -3.9299  0.120
H 2.1487 5.4578 -3.2643  0.276
H -0.9878 -3.8847 -2.6547  0.402
H 6.1431 -1.2862 -2.8835  0.438
H -2.8657 -1.7910 -1.4804  0.070
H -6.2055 -1.1607 -2.8182  0.456
H 1.4773 -2.2097 2.2910  0.385
H 1.6244 4.4375 -6.1375  0.461
H -3.5702 4.5192 -5.9764  0.477
H -1.8772 -0.1090 4.3781  0.432
H -5.0815 5.4856 -4.1931  0.456
H 5.8365 0.6662 -0.5796  0.348
H 0.9542 3.7089 -2.4474  -0.064
H -2.4523 5.8014 -2.6603  0.378
H -5.5062 3.8470 -3.6643  0.315
H 2.9793 -1.7363 -1.0836  0.193
H -5.2168 -0.2003 -3.9306  0.387
H -4.2562 -0.5337 0.2508  0.187
H 6.1019 0.4764 -3.0552  0.420

Atomic forces in eV per Å
Pd 0.06 0.15 0.71
Se -0.01 -0.04 -0.33
O 0.30 0.20 -0.32
O 0.02 0.01 -0.18
O -0.18 -0.30 -0.13
N 0.24 -0.05 0.26
N -0.09 -0.30 0.03
C 0.02 0.02 0.00
C -0.22 0.14 -0.02
C 0.02 0.05 0.04
C 0.06 0.00 0.02
C 0.01 -0.02 0.02
C 0.02 -0.12 0.05
C -0.01 -0.04 0.04
C 0.07 0.02 0.05
C -0.10 0.07 -0.34
C 0.01 -0.03 0.00
C -0.01 0.01 -0.03
C 0.03 0.01 0.02
C 0.02 -0.02 -0.01
C -0.08 0.02 0.07
C -0.06 -0.04 0.01
C 0.00 -0.02 0.02
C -0.05 0.03 0.01
C -0.06 -0.02 -0.12
C 0.10 0.09 0.05
C -0.01 0.01 0.02
C -0.02 -0.01 0.03
C 0.06 0.14 -0.07
C 0.04 0.02 0.04
C 0.01 -0.01 -0.01
C 0.06 -0.01 0.03
C -0.07 -0.14 0.01
C -0.03 -0.01 0.01
C 0.03 0.02 -0.02
C 0.13 -0.12 0.14
C 0.03 0.04 0.01
C 0.02 0.01 -0.01
C -0.07 0.03 -0.03
C 0.02 0.15 -0.06
C -0.11 0.02 0.00
C -0.01 -0.04 0.10
C -0.08 -0.10 0.01
H 0.01 -0.01 0.01
H 0.03 0.00 0.03
H 0.00 -0.03 0.02
H 0.01 -0.01 -0.01
H 0.03 0.06 -0.01
H -0.02 0.04 -0.03
H -0.02 0.10 -0.03
H 0.03 -0.04 -0.03
H 0.01 -0.03 -0.01
H -0.03 -0.01 0.04
H -0.01 0.00 0.00
H -0.02 -0.05 -0.01
H -0.12 0.02 -0.10
H -0.03 -0.01 0.00
H -0.01 -0.04 0.04
H 0.01 0.00 -0.01
H 0.00 0.00 0.01
H 0.02 0.04 0.01
H -0.01 0.04 0.01
H -0.03 0.00 -0.01
H -0.04 0.01 -0.02
H -0.03 0.05 -0.02
H 0.04 0.00 0.04
H -0.03 0.05 -0.01
H 0.02 0.05 -0.02
H -0.02 -0.01 -0.02
H 0.01 0.01 0.00
H 0.00 -0.01 0.01
H -0.01 0.00 -0.03
H 0.00 -0.01 0.02
H 0.02 0.02 0.01
H 0.01 0.03 0.01
H 0.04 0.00 -0.03
H 0.02 0.04 0.03
H -0.01 0.03 -0.01
H 0.01 0.00 -0.02
H 0.01 0.03 -0.01
H 0.08 0.02 0.02
H 0.00 -0.03 0.04
H 0.01 -0.04 0.03
H -0.04 -0.06 -0.02
H 0.02 -0.04 0.02
H -0.02 -0.04 0.00
H 0.00 -0.01 -0.02
H 0.01 -0.01 -0.05
H 0.03 0.05 0.02
H -0.02 0.00 -0.03
H -0.04 0.00 0.03
H -0.05 0.01 -0.02
H -0.02 -0.04 -0.02

Energy relative to the best compared isomer or geometry (same formula, charge and spin)? In order: 34.1; 31.4 kcal per mole.